No. 1
Entry from the Open Molecules 2025 dataset: a molecular structure, C2H2N2O at a distorted geometry (ωB97M-V/def2-TZVPD).

* charge: 0
* multiplicity: 1
* lowest unoccupied orbital energy: -0.03225 Ha
* energy above the lowest of the compared OMol25 structures with the same formula, charge and spin: 501.4 kJ/mol
* total energy: -261.972962 a.u.

Geometry as XYZ:
```
7
Properties=species:S:1:pos:R:3:forces:R:3
C -1.8486 0.0259 -0.0983 -0.35 -1.73 0.12
C -0.6691 0.6917 -0.2145 3.56 0.76 0.27
N -2.7940 -0.6127 0.0988 0.00 0.53 -0.16
N 0.5680 0.5790 -0.1677 0.48 1.47 0.89
O 1.7879 -0.6643 -0.0646 0.41 4.89 -3.40
H 1.3523 1.3412 -0.0111 -2.31 -2.09 -0.81
H 1.6035 -1.3608 0.4573 -1.80 -3.83 3.09
```
Positions in Å, forces in eV/Å.

No. 2
Entry from the Open Molecules 2025 dataset: a molecular structure, C58H81IN8O3 at a distorted geometry (ωB97M-V/def2-TZVPD).

* charge: 0
* multiplicity: 1
* lowest unoccupied orbital energy: -0.02219 Ha
* total energy: -3219.400095 a.u.

Geometry as XYZ:
```
151
Properties=species:S:1:pos:R:3:forces:R:3
C -3.6987 -4.8446 2.7529 0.38 0.10 0.59
O -3.5254 -5.4714 1.4069 -0.45 2.86 1.01
C -3.5688 -4.3034 0.4714 -0.05 -0.60 -0.62
C -3.5502 -4.8500 -1.1087 0.83 -0.93 0.86
C -2.4986 -4.0203 -2.0540 0.39 0.57 0.57
C -3.0658 -2.6016 -2.6482 -0.12 0.24 -1.25
C -4.6538 -2.6013 -3.0553 -0.35 -0.65 -0.30
C -5.6823 -2.1794 -1.8506 -0.41 -0.33 -1.07
C -5.5006 -0.6461 -1.2889 -1.53 -0.52 0.21
C -5.6157 -0.6998 0.3455 -0.30 1.23 0.67
C -4.3437 -0.0581 1.1559 0.41 -0.49 1.37
C -2.8735 -0.3547 0.4942 -1.16 0.14 -1.31
N -1.7452 0.1851 1.3975 1.30 -2.35 -0.71
I -0.4513 1.1641 0.0630 0.26 0.24 0.41
C -0.9238 -0.9557 1.9774 0.07 -0.51 5.42
O -0.9609 -1.0996 3.3150 0.42 0.25 -8.62
O -0.1304 -1.7717 1.0443 -2.60 1.01 3.14
C 0.0272 -3.1594 1.5069 0.05 -2.50 0.09
C 1.5366 -3.5083 2.0617 1.00 0.51 -0.70
C 2.3684 -2.1910 2.6208 -0.59 0.19 0.04
C 3.0516 -1.3309 1.3770 -0.18 0.10 -0.07
C 4.6465 -1.0137 1.5972 -0.77 0.36 -0.19
C 4.8687 0.5246 2.1395 1.10 -0.57 -0.32
C 6.1342 1.1784 1.3075 -0.92 0.87 1.48
C 6.4401 2.6441 2.0532 -0.26 -0.69 -0.91
C 6.7940 3.7749 0.9199 0.97 -0.01 -0.11
C 8.3783 4.2332 1.1940 -1.08 -0.24 0.41
C 8.3677 4.9969 2.6543 0.21 0.79 -0.82
C 9.0921 6.4597 2.4922 0.84 -0.17 0.65
N 8.4617 7.4807 3.4192 -2.29 3.38 0.45
C 8.5237 7.6175 4.9249 -2.95 4.16 -2.54
C 7.6537 8.9763 5.2490 0.61 -1.70 -3.15
C 7.0298 9.6210 3.8708 3.91 -5.60 0.15
C 7.6172 8.5659 2.7537 -0.54 1.67 4.51
H -3.4308 -5.6250 3.6014 -0.80 1.48 -1.98
H -4.7836 -4.3814 2.8924 2.14 -1.21 -0.32
H -2.9478 -3.9459 2.8816 -1.34 -1.65 -0.30
H -2.6132 -3.6633 0.7223 -1.87 -0.99 -0.72
H -4.5467 -3.7175 0.7404 1.87 -0.81 -0.69
H -4.6358 -4.9470 -1.5353 2.13 0.40 0.78
H -3.1327 -5.9651 -1.0284 -0.89 2.37 -0.12
H -1.5689 -3.7460 -1.3590 -1.85 -0.67 -1.50
H -2.0427 -4.6619 -2.9414 -1.26 1.28 1.94
H -2.8680 -1.6729 -1.9643 -0.28 -1.92 -1.11
H -2.4650 -2.3942 -3.6582 -1.16 -0.42 2.26
H -4.9769 -3.6964 -3.4021 0.79 2.27 0.67
H -4.8245 -1.9192 -4.0110 0.35 -1.22 2.13
H -6.7811 -2.2615 -2.3102 2.33 0.13 1.00
H -5.6469 -3.0063 -1.0020 0.12 1.97 -1.67
H -6.4517 -0.0391 -1.6753 2.24 -1.17 0.84
H -4.5676 -0.0744 -1.7055 -1.63 -1.35 0.94
H -5.8132 -1.7743 0.7888 0.53 2.01 -1.27
H -6.5683 -0.0515 0.6566 2.14 -1.39 -0.62
H -4.4636 1.1056 1.3915 0.35 -2.54 -0.89
H -4.3355 -0.5784 2.2290 0.01 1.15 -2.16
H -2.7791 0.2721 -0.5084 -0.53 -1.62 2.10
H -2.7034 -1.4939 0.2138 -0.46 2.34 0.69
H -0.1324 -3.8474 0.5454 0.26 1.72 1.91
H -0.8413 -3.4890 2.2566 2.09 1.11 -1.42
H 1.5628 -4.3688 2.8549 -0.47 1.68 -1.49
H 2.1555 -3.8962 1.1178 -1.32 0.71 2.07
H 1.6168 -1.4904 3.1910 1.44 -1.43 -1.03
H 3.1644 -2.5411 3.4260 -1.50 0.69 -1.89
H 2.5049 -0.2754 1.2682 1.04 -2.42 0.18
H 2.8759 -1.9174 0.3531 0.40 1.22 2.25
H 5.0888 -1.7977 2.3527 -0.70 1.56 -1.57
H 5.1918 -1.0991 0.5569 -1.00 0.05 2.10
H 3.9467 1.2285 1.9475 1.68 -1.55 0.40
H 5.1059 0.5098 3.3015 -0.51 0.16 -2.42
H 7.0928 0.4955 1.3546 -2.00 1.31 -0.23
H 5.7757 1.3611 0.2087 0.84 -0.47 2.02
H 7.3143 2.4184 2.8133 -1.69 0.87 -1.52
H 5.4974 2.9976 2.6554 1.78 -0.85 -1.12
H 6.6651 3.3322 -0.1791 0.38 0.82 2.42
H 6.0527 4.6992 0.9694 1.68 -1.88 0.07
H 9.0425 3.2604 1.3195 -1.34 2.04 -0.68
H 8.7712 4.9377 0.3197 -0.69 -1.58 1.96
H 8.9582 4.3733 3.4494 -1.35 1.21 -1.40
H 7.2371 5.1915 2.9840 2.62 -0.48 -0.57
H 9.0378 6.8878 1.3897 -0.11 -0.95 2.43
H 10.2464 6.4198 2.7871 -2.45 -0.11 -0.74
H 9.0937 6.8640 5.6156 -1.29 1.76 -1.71
H 7.4765 9.4521 6.3159 0.54 -1.36 -2.47
H 6.3588 10.5790 3.7036 1.71 -2.42 0.43
H 7.4116 8.6700 1.6010 0.83 -0.71 2.61
N -7.7363 2.0131 -0.3592 -0.88 0.56 0.19
C -8.9400 1.5009 -0.6971 0.80 0.30 0.21
C -10.1439 2.1488 -0.4715 0.06 0.17 0.10
C -10.1149 3.3969 0.1415 0.08 0.05 0.02
C -8.8907 3.9499 0.5029 -0.28 -0.11 -0.12
C -7.7398 3.2272 0.2327 0.14 -0.83 -0.40
H -8.9104 0.5234 -1.1696 -0.05 0.03 0.02
H -11.0815 1.6911 -0.7662 0.10 0.02 0.02
H -11.0385 3.9344 0.3359 0.11 -0.06 -0.02
H -8.8343 4.9204 0.9827 0.04 -0.13 -0.02
H -6.7599 3.6178 0.4924 -0.13 0.02 0.02
N 0.0206 -4.0187 -4.4420 0.77 -0.06 -0.70
C 1.3065 -4.3139 -4.1513 -0.95 0.22 -0.06
C 2.3120 -4.3966 -5.1013 -0.10 0.06 -0.29
C 1.9803 -4.1668 -6.4323 -0.06 -0.03 0.04
C 0.6639 -3.8624 -6.7635 0.18 -0.14 0.08
C -0.2707 -3.7988 -5.7425 0.17 -0.16 0.84
H 1.5146 -4.4881 -3.0996 0.03 0.00 -0.07
H 3.3288 -4.6349 -4.8105 -0.10 0.01 0.01
H 2.7412 -4.2240 -7.2052 -0.12 -0.01 0.07
H 0.3732 -3.6785 -7.7915 0.06 0.03 0.16
H -1.3104 -3.5613 -5.9496 0.07 -0.02 -0.03
N 3.5226 5.5890 0.8070 -0.88 0.49 0.18
C 2.3189 5.0768 0.4691 0.86 0.27 0.20
C 1.1150 5.7247 0.6947 0.04 0.22 0.11
C 1.1440 6.9729 1.3078 0.02 0.01 0.00
C 2.3682 7.5259 1.6692 -0.25 -0.13 -0.09
C 3.5191 6.8031 1.3990 0.16 -0.80 -0.39
H 2.3485 4.0993 -0.0034 -0.04 0.05 0.03
H 0.1775 5.2671 0.4000 0.09 0.01 0.03
H 0.2205 7.5104 1.5021 0.10 -0.07 -0.02
H 2.4246 8.4964 2.1490 0.03 -0.10 -0.04
H 4.4991 7.1937 1.6586 -0.07 0.02 0.04
N 1.9752 -1.3614 -8.2949 0.64 0.50 -0.78
C 1.4614 -0.6603 -9.3292 0.28 -0.50 0.75
C 2.2333 -0.0276 -10.2904 0.27 -0.03 0.04
C 3.6175 -0.1143 -10.1846 0.00 0.00 0.00
C 4.1766 -0.8278 -9.1294 -0.14 0.14 -0.20
C 3.3221 -1.4295 -8.2196 -0.94 0.01 0.02
H 0.3767 -0.6190 -9.3663 0.07 0.02 -0.03
H 1.7667 0.5198 -11.1014 0.03 -0.05 0.09
H 4.2553 0.3697 -10.9185 -0.08 -0.06 0.09
H 5.2516 -0.9136 -9.0187 -0.10 0.00 0.01
H 3.7100 -2.0004 -7.3807 0.01 0.07 -0.05
N -7.0673 3.3206 3.6384 0.49 -0.44 0.76
C -7.5927 3.2612 4.8817 0.28 0.09 -0.89
C -6.9753 2.6303 5.9498 0.23 -0.11 -0.09
C -5.7454 2.0187 5.7315 0.00 0.00 -0.01
C -5.1795 2.0613 4.4614 -0.09 -0.02 0.23
C -5.8714 2.7194 3.4574 -0.86 0.45 0.07
H -8.5552 3.7503 5.0007 0.06 -0.04 0.03
H -7.4423 2.6158 6.9281 0.02 0.01 -0.10
H -5.2319 1.5133 6.5442 -0.05 0.06 -0.10
H -4.2226 1.5939 4.2587 -0.07 0.04 -0.02
H -5.4696 2.7832 2.4500 0.00 -0.03 0.09
N 0.9539 -8.8260 0.0766 -0.93 -0.06 0.28
C 0.2805 -9.9942 0.1613 0.56 0.77 -0.09
C -1.0418 -10.0941 0.5632 -0.10 0.25 0.06
C -1.7163 -8.9263 0.9034 0.00 0.00 0.00
C -1.0492 -7.7079 0.8281 -0.06 -0.14 0.02
C 0.2723 -7.7090 0.4115 0.52 -0.80 -0.25
H 0.8508 -10.8775 -0.1114 -0.07 0.04 0.02
H -1.5337 -11.0590 0.6103 0.06 0.07 -0.01
H -2.7532 -8.9651 1.2243 0.11 0.04 -0.04
H -1.5466 -6.7801 1.0869 -0.03 -0.09 -0.03
H 0.8350 -6.7830 0.3329 -0.05 -0.03 0.02
```
Positions in Å, forces in eV/Å.

No. 3
Entry from the Open Molecules 2025 dataset: 2 unconnected molecules or ions with the total composition CH3N5O2 at a distorted geometry (ωB97M-V/def2-TZVPD).

* charge: 0
* multiplicity: 1
* lowest unoccupied orbital energy: 0.00081 Ha
* energy above the lowest of the compared OMol25 structures with the same formula, charge and spin: 449.7 kJ/mol
* total energy: -463.863097 a.u.

Geometry as XYZ:
```
11
Properties=species:S:1:pos:R:3:forces:R:3
C 0.1459 -0.1416 -0.2798 5.92 -0.45 1.55
H 3.0680 -0.8275 0.6762 -3.42 3.75 -3.25
H 0.9277 1.8188 -0.7143 -1.75 -1.73 2.45
H -1.9235 -2.0176 0.5986 -0.11 0.81 -1.23
N 1.2195 -0.8828 -0.1266 -4.28 -1.27 -1.18
N 0.2395 1.2463 -0.0320 3.27 1.90 -4.07
N -0.9502 1.7666 -0.0846 -5.09 0.34 1.44
N -1.8961 0.8863 0.1109 5.51 0.44 -1.36
N -1.0706 -0.3410 0.0900 -9.37 -2.43 0.90
O 2.2486 -0.0503 -0.0131 6.65 -2.24 3.29
O -2.0088 -1.4573 -0.2254 2.66 0.89 1.46
```
Positions in Å, forces in eV/Å.

No. 4
Entry from the Open Molecules 2025 dataset: a molecular structure, C19H18IN3O2S2Sn at a distorted geometry (ωB97M-V/def2-TZVPD).

* charge: +2
* multiplicity: 1
* lowest unoccupied orbital energy (spin up / spin down): -0.32924 / -0.36832 Ha
* total energy: -2357.206395 a.u.

Geometry as XYZ:
```
46
Properties=species:S:1:pos:R:3:forces:R:3
C 0.8206 3.5884 -0.2946 1.93 0.34 -2.35
C 2.5909 0.2453 -1.2394 1.35 3.30 -0.53
H 0.2927 4.3937 -0.8775 -0.04 -1.20 0.67
H 1.7598 3.5193 -0.9324 -0.26 0.59 0.37
H 1.2421 3.9564 0.6422 -0.46 -0.51 0.25
H 2.7815 -0.0953 -2.2564 -0.62 0.03 0.15
H 3.1885 1.1662 -1.1451 0.95 -0.27 -0.21
H 3.0033 -0.3902 -0.4799 -0.60 -0.32 0.51
C -1.8952 1.8005 -2.4031 -0.27 0.01 0.48
C -3.1934 1.5351 -2.8149 0.20 -0.28 -0.48
C -3.4935 0.2676 -3.3231 1.13 -0.12 0.52
C -2.4825 -0.7048 -3.2585 -0.08 0.59 0.00
H -1.6321 2.8015 -2.0541 -0.06 -0.35 -0.17
H -3.9453 2.3066 -2.7399 0.05 0.12 -0.21
H -4.4644 0.0176 -3.7264 -0.07 0.04 0.12
H -2.6840 -1.7253 -3.5510 -0.07 0.12 -0.11
N -0.9461 0.8531 -2.2905 0.64 -0.20 0.34
C -1.2205 -0.4085 -2.7301 -0.40 -0.35 0.50
C -0.2433 -1.5390 -2.5342 0.63 -0.73 0.27
N 0.6536 -1.4290 -1.5426 -0.67 0.19 -0.13
C 1.6011 -2.3572 -1.4100 0.47 -0.61 -0.46
C 0.7566 -3.6398 -3.2542 0.76 0.47 1.14
C 1.7587 -3.4349 -2.2844 -1.12 0.74 -0.17
H 2.3772 -2.2362 -0.6395 -0.75 0.03 -0.17
H 2.6367 -4.0412 -2.1791 0.06 -0.45 -0.06
C -0.2598 -2.7008 -3.3341 -0.64 0.55 -0.23
H -1.0929 -2.8476 -4.0182 0.44 0.00 -0.13
H 0.8036 -4.5078 -3.8875 -0.17 -0.07 -0.24
Sn 0.8656 1.3940 -0.7115 -1.04 -1.85 -0.28
I -1.5690 2.9844 0.9394 -0.81 -0.28 0.45
O 1.9960 2.3715 2.5578 -0.10 -1.21 -0.32
S 1.9166 0.9288 2.5417 1.10 -0.55 0.06
O 3.1109 0.1081 2.4152 -1.77 1.29 -0.07
N 0.8081 0.4834 1.2930 -1.50 -0.65 -0.89
C -0.3064 -0.1812 1.7063 2.77 2.07 0.58
S -1.5855 -0.3672 0.6538 -0.88 -0.01 -0.39
C -0.3118 -0.3095 3.1499 0.06 0.04 0.69
C -1.3547 -0.7450 3.9643 -0.14 -0.42 -0.84
C -1.2501 -0.6431 5.3374 0.25 0.09 0.45
C -0.1358 -0.0294 5.9094 -0.09 -0.16 0.00
C 0.8875 0.4699 5.1003 0.36 0.04 -0.39
C 0.8087 0.3048 3.7278 -0.74 -0.30 1.32
H -2.2352 -1.1735 3.4871 0.11 0.04 0.23
H -2.0287 -1.0374 5.9818 0.02 0.11 -0.14
H -0.0694 0.0569 6.9952 0.03 0.06 -0.36
H 1.7393 0.9907 5.5097 0.04 0.01 0.25
```
Positions in Å, forces in eV/Å.

What is the formula in the second record? C58H81IN8O3

Which formula does entry 1 have? C2H2N2O

Please write out number 3 again, unchanged.
Entry from the Open Molecules 2025 dataset: 2 unconnected molecules or ions with the total composition CH3N5O2 at a distorted geometry (ωB97M-V/def2-TZVPD).

* charge: 0
* multiplicity: 1
* lowest unoccupied orbital energy: 0.00081 Ha
* energy above the lowest of the compared OMol25 structures with the same formula, charge and spin: 449.7 kJ/mol
* total energy: -463.863097 a.u.

Geometry as XYZ:
```
11
Properties=species:S:1:pos:R:3:forces:R:3
C 0.1459 -0.1416 -0.2798 5.92 -0.45 1.55
H 3.0680 -0.8275 0.6762 -3.42 3.75 -3.25
H 0.9277 1.8188 -0.7143 -1.75 -1.73 2.45
H -1.9235 -2.0176 0.5986 -0.11 0.81 -1.23
N 1.2195 -0.8828 -0.1266 -4.28 -1.27 -1.18
N 0.2395 1.2463 -0.0320 3.27 1.90 -4.07
N -0.9502 1.7666 -0.0846 -5.09 0.34 1.44
N -1.8961 0.8863 0.1109 5.51 0.44 -1.36
N -1.0706 -0.3410 0.0900 -9.37 -2.43 0.90
O 2.2486 -0.0503 -0.0131 6.65 -2.24 3.29
O -2.0088 -1.4573 -0.2254 2.66 0.89 1.46
```
Positions in Å, forces in eV/Å.